This record from OMol25 describes an isolated molecule of C17H14N6O2S2 at a distorted geometry. The level of theory is ωB97M-V/def2-TZVPD.

XYZ file:
```
41
Properties=species:S:1:pos:R:3:forces:R:3
C -5.319034 -2.550611 0.001160 0.1 -0.2 0.0
H -6.149950 -3.241846 -0.129130 0.1 0.0 0.0
O -5.872619 -1.262728 -0.137966 -0.1 0.3 0.0
C -5.057230 -0.183613 -0.036509 0.0 0.4 0.0
C -3.690501 -0.256290 0.206580 0.0 -0.3 0.0
C -2.935922 0.909128 0.293515 -0.3 0.1 -0.1
C -3.556086 2.148613 0.151206 0.1 -0.1 0.0
C -4.916196 2.213104 -0.088692 0.0 -0.2 0.0
C -5.669473 1.061913 -0.186905 -0.1 -0.2 0.0
H -6.729808 1.095864 -0.374825 -0.1 0.0 0.0
H -5.392218 3.175022 -0.201270 0.0 0.1 0.0
H -2.970952 3.052986 0.226645 0.1 0.1 0.0
N -1.565856 0.909197 0.540178 -0.1 0.7 0.1
C -0.646553 -0.072750 0.565175 0.0 -1.2 -0.2
N 0.595198 0.200619 0.848704 -0.7 1.4 0.1
N 1.393257 -0.849678 0.834879 0.6 -0.9 0.4
C 0.820517 -1.953920 0.517551 -0.7 -0.2 -0.1
S 1.622490 -3.489452 0.398205 0.3 -0.3 0.0
C 3.019018 -3.053284 -0.749012 -0.6 -0.4 -0.1
N 3.608969 -1.798031 -0.445100 0.0 0.8 -0.8
N 4.544365 -1.806392 0.513682 0.1 -1.2 0.3
N 5.052207 -0.764200 0.939113 0.7 0.2 0.8
C 4.652827 0.464735 0.469711 -0.8 0.7 -0.9
C 5.214108 1.621466 1.019654 0.0 -0.2 -0.1
C 4.810712 2.854329 0.559951 0.0 0.0 0.0
C 3.851173 2.961255 -0.447284 -0.1 0.0 -0.1
C 3.290379 1.831210 -1.000656 0.0 -0.1 0.0
C 3.689314 0.575161 -0.548666 0.4 0.1 0.4
C 3.105588 -0.650432 -1.079545 0.3 -0.2 -0.1
O 2.302826 -0.741194 -1.983663 -0.1 0.1 0.0
H 2.543331 1.886729 -1.777513 -0.1 0.0 -0.1
H 3.547437 3.938233 -0.792570 0.0 0.1 0.0
H 5.238314 3.751366 0.983081 0.0 0.1 0.0
H 5.949588 1.516245 1.801070 0.1 0.0 0.1
H 2.609187 -3.024565 -1.759895 0.3 0.0 0.2
H 3.740212 -3.857183 -0.614823 0.0 0.1 0.0
S -0.913527 -1.778078 0.219740 0.8 0.7 0.1
H -1.156559 1.822613 0.694885 0.0 -0.2 0.0
H -3.216162 -1.212508 0.338253 -0.1 -0.1 0.0
H -4.881553 -2.695182 0.994000 0.0 0.0 0.0
H -4.560838 -2.747844 -0.762926 0.0 0.0 0.0
```
Positions in Å, forces in eV/Å.

E_LUMO, eV: 0.106
Energy above the lowest of the compared OMol25 structures with the same formula, charge and spin, kJ/mol: 179.0
Energy, Ha: -1931.5613
F_max, eV Å⁻¹: 1.59
Total charge: 0
Gap between HOMO and LUMO, eV: 8.118
SMILES: COc1cccc(Nc2nnc(SCn3nnc4ccccc4c3=O)s2)c1